No. 1
{
  "formula": "C40H87N2O6PSSi2",
  "method": "ωB97M-V with the def2-TZVPD basis set",
  "symbols": ["C", "O", "C", "C", "C", "C", "C", "C", "C", "C", "C", "C", "Si", "C", "C", "C", "S", "O", "Si", "C", "C", "C", "O", "C", "C", "C", "C", "C", "P", "O", "H", "H", "H", "H", "H", "H", "H", "H", "H", "H", "H", "H", "H", "H", "H", "H", "H", "H", "H", "H", "H", "H", "H", "H", "H", "H", "H", "H", "H", "H", "H", "H", "H", "H", "H", "H", "H", "H", "H", "H", "H", "H", "H", "H", "H", "H", "H", "H", "H", "H", "H", "C", "C", "C", "C", "C", "C", "N", "O", "C", "C", "C", "H", "H", "H", "H", "H", "H", "H", "H", "H", "H", "H", "H", "H", "H", "H", "H", "H", "H", "C", "C", "C", "C", "C", "C", "N", "O", "C", "C", "C", "H", "H", "H", "H", "H", "H", "H", "H", "H", "H", "H", "H", "H", "H", "H", "H", "H", "H"],
  "xyz": [[10.710, -3.655, -0.906], [10.297, -2.312, -0.988], [8.949, -2.174, -1.405], [8.615, -0.691, -1.499], [7.892, -0.162, -0.261], [6.408, -0.546, -0.213], [5.459, 0.564, -0.660], [3.998, 0.238, -0.343], [3.524, 0.744, 1.027], [2.509, -0.177, 1.713], [1.341, -0.604, 0.797], [-0.049, -0.307, 1.378], [-1.410, -0.575, 0.137], [-1.414, 0.819, -1.115], [-2.281, 2.046, -0.754], [-3.057, 2.611, -1.942], [-1.958, 3.658, -2.956], [-2.855, -0.656, 0.966], [-4.012, -1.825, 1.064], [-5.408, -1.566, -0.170], [-5.083, -0.642, -1.366], [-5.070, -1.309, -2.734], [-3.761, -1.786, -3.066], [-3.340, -3.562, 1.034], [-3.273, -4.187, -0.376], [-4.140, -5.436, -0.551], [-4.448, -5.656, -2.029], [-3.500, -6.674, 0.091], [-4.946, -1.647, 3.130], [-5.882, -2.785, 3.395], [11.800, -3.670, -0.943], [10.381, -4.121, 0.032], [10.321, -4.249, -1.742], [8.808, -2.694, -2.362], [8.290, -2.665, -0.669], [9.559, -0.160, -1.645], [8.006, -0.508, -2.390], [8.401, -0.552, 0.625], [7.980, 0.928, -0.221], [6.124, -0.858, 0.797], [6.242, -1.413, -0.864], [5.576, 0.719, -1.738], [5.746, 1.500, -0.171], [3.872, -0.851, -0.389], [3.356, 0.646, -1.127], [4.393, 0.879, 1.679], [3.079, 1.738, 0.908], [3.026, -1.059, 2.105], [2.097, 0.341, 2.584], [1.400, -1.676, 0.596], [1.446, -0.104, -0.171], [-0.098, 0.742, 1.700], [-0.217, -0.908, 2.278], [-1.186, -1.867, -0.570], [-1.693, 0.426, -2.097], [-0.365, 1.122, -1.205], [-2.992, 1.810, 0.043], [-1.632, 2.838, -0.369], [-3.914, 3.192, -1.605], [-3.431, 1.808, -2.572], [-2.478, 3.333, -4.145], [-5.754, -2.544, -0.519], [-6.252, -1.152, 0.387], [-5.804, 0.179, -1.406], [-4.108, -0.175, -1.240], [-5.360, -0.588, -3.503], [-5.791, -2.133, -2.774], [-3.773, -2.748, -3.166], [-2.361, -3.593, 1.522], [-4.012, -4.139, 1.683], [-3.568, -3.455, -1.132], [-2.234, -4.441, -0.607], [-5.086, -5.244, -0.030], [-5.059, -4.841, -2.431], [-5.000, -6.583, -2.191], [-3.525, -5.711, -2.617], [-2.409, -6.603, 0.077], [-3.778, -7.587, -0.439], [-3.806, -6.803, 1.131], [-5.525, -0.361, 3.257], [-3.891, -1.509, 4.066], [6.576, 0.104, 6.159], [6.817, -0.045, 4.647], [7.956, -1.026, 4.321], [9.356, -0.473, 4.565], [9.553, 0.845, 3.824], [8.504, 1.898, 4.199], [7.142, 1.274, 3.997], [6.684, 1.399, 2.810], [8.737, 2.394, 5.627], [8.598, 3.104, 3.271], [5.518, -0.561, 4.035], [7.086, 0.945, 6.605], [5.511, 0.244, 6.348], [6.892, -0.800, 6.682], [7.870, -1.303, 3.265], [7.790, -1.936, 4.903], [9.543, -0.351, 5.636], [10.090, -1.198, 4.208], [10.543, 1.265, 4.023], [9.491, 0.663, 2.748], [7.914, 3.029, 5.959], [9.648, 2.994, 5.625], [8.881, 1.598, 6.351], [8.538, 2.811, 2.227], [9.554, 3.600, 3.447], [7.794, 3.811, 3.475], [4.734, 0.192, 4.116], [5.205, -1.452, 4.584], [5.633, -0.818, 2.986], [-8.129, 5.140, -4.015], [-7.754, 3.649, -3.962], [-8.391, 2.836, -5.103], [-9.877, 2.546, -4.923], [-10.134, 1.876, -3.578], [-9.620, 2.708, -2.397], [-8.164, 3.010, -2.661], [-7.374, 2.092, -2.249], [-10.475, 3.963, -2.215], [-9.695, 1.907, -1.101], [-6.237, 3.563, -4.080], [-8.971, 5.404, -3.391], [-7.284, 5.742, -3.678], [-8.361, 5.434, -5.039], [-7.856, 1.884, -5.177], [-8.211, 3.375, -6.037], [-10.466, 3.461, -5.023], [-10.206, 1.881, -5.724], [-11.202, 1.695, -3.427], [-9.634, 0.904, -3.559], [-10.031, 4.634, -1.478], [-11.451, 3.648, -1.842], [-10.648, 4.514, -3.135], [-9.186, 0.952, -1.189], [-10.746, 1.730, -0.866], [-9.242, 2.461, -0.279], [-5.755, 4.016, -3.215], [-5.938, 4.121, -4.971], [-5.890, 2.537, -4.170]],
  "e_homo_ev": [-7.995, -8.878],
  "energy_ev": -94035.86583,
  "e_lumo_ev": [0.623, 0.508],
  "max_force_ha_per_bohr": 0.0076,
  "s2": 2.01,
  "spin_multiplicity": 3
}


No. 2
{
  "formula": "C45H42BrN2O3PbS3",
  "method": "ωB97M-V with the def2-TZVPD basis set",
  "symbols": ["Pb", "C", "C", "C", "C", "C", "C", "C", "Br", "C", "O", "C", "C", "C", "C", "C", "C", "H", "H", "H", "H", "H", "H", "H", "H", "H", "H", "H", "H", "H", "H", "H", "H", "H", "H", "H", "H", "S", "C", "C", "C", "C", "C", "C", "S", "H", "H", "H", "H", "O", "S", "O", "N", "C", "C", "C", "C", "C", "C", "C", "C", "N", "C", "C", "C", "C", "C", "C", "C", "H", "H", "H", "H", "H", "H", "H", "H", "H", "H", "H", "C", "C", "C", "C", "C", "C", "C", "C", "C", "C", "H", "H", "H", "H", "H", "H", "H"],
  "xyz": [[0.047, 0.260, 0.313], [-1.334, 7.985, 0.185], [-2.641, 7.191, 0.112], [-3.286, 7.473, -1.253], [-3.572, 7.688, 1.228], [-2.408, 5.690, 0.278], [-1.196, 5.163, 0.688], [-1.050, 3.793, 0.813], [0.646, 3.143, 1.443], [-2.048, 2.844, 0.519], [-1.863, 1.561, 0.572], [-3.319, 3.408, 0.156], [-3.446, 4.780, 0.049], [-4.505, 2.477, -0.126], [-4.190, 1.574, -1.333], [-5.773, 3.267, -0.456], [-4.805, 1.609, 1.109], [-1.531, 9.042, -0.006], [-0.622, 7.633, -0.565], [-0.873, 7.905, 1.171], [-3.389, 8.550, -1.413], [-4.278, 7.027, -1.327], [-2.667, 7.062, -2.053], [-3.776, 8.757, 1.116], [-3.112, 7.525, 2.204], [-4.523, 7.153, 1.208], [-0.345, 5.788, 0.918], [-4.411, 5.185, -0.233], [-3.985, 2.177, -2.221], [-5.041, 0.920, -1.548], [-3.322, 0.954, -1.128], [-5.645, 3.867, -1.360], [-6.061, 3.922, 0.370], [-6.594, 2.568, -0.634], [-3.939, 1.008, 1.369], [-5.644, 0.939, 0.897], [-5.069, 2.237, 1.964], [-0.356, -0.450, 2.924], [0.456, -1.955, 3.268], [0.473, -2.371, 4.618], [1.098, -3.528, 5.027], [1.739, -4.348, 4.102], [1.729, -3.979, 2.772], [1.112, -2.800, 2.352], [1.183, -2.492, 0.590], [-0.034, -1.736, 5.333], [1.081, -3.806, 6.075], [2.223, -5.264, 4.413], [2.203, -4.609, 2.029], [1.669, -0.302, -3.876], [0.609, 0.549, -3.376], [-0.253, 1.152, -4.368], [-0.217, -0.178, -2.192], [-1.132, -1.140, -2.538], [-1.295, -1.662, -3.826], [-2.295, -2.585, -4.132], [-3.155, -3.049, -3.173], [-3.006, -2.606, -1.847], [-3.846, -3.064, -0.811], [-3.665, -2.616, 0.465], [-2.621, -1.715, 0.719], [-1.819, -1.268, -0.217], [-1.989, -1.667, -1.508], [1.417, 1.897, -2.535], [0.807, 3.141, -2.489], [1.522, 4.227, -2.011], [2.827, 4.061, -1.568], [3.421, 2.806, -1.593], [2.719, 1.720, -2.090], [-0.632, -1.320, -4.604], [-2.393, -2.930, -5.155], [-3.942, -3.756, -3.411], [-4.629, -3.773, -1.052], [-4.299, -2.942, 1.278], [-2.432, -1.352, 1.723], [-0.207, 3.249, -2.856], [1.059, 5.205, -1.979], [3.381, 4.911, -1.189], [4.436, 2.674, -1.238], [3.165, 0.735, -2.169], [4.865, -1.933, -3.240], [3.594, -2.525, -3.125], [2.896, -2.447, -1.954], [3.432, -1.765, -0.835], [2.767, -1.689, 0.422], [3.302, -0.969, 1.457], [4.536, -0.310, 1.300], [5.220, -0.389, 0.121], [4.693, -1.122, -0.968], [5.396, -1.241, -2.189], [5.419, -2.030, -4.165], [3.159, -3.034, -3.974], [1.918, -2.900, -1.874], [2.781, -0.902, 2.404], [4.928, 0.260, 2.133], [6.176, 0.110, 0.007], [6.365, -0.762, -2.281]],
  "e_homo_ev": -4.708,
  "energy_ev": -164270.79593,
  "e_lumo_ev": 2.452,
  "charge": -1,
  "max_force_ha_per_bohr": 0.0122,
  "e_above_lowest_kcal_mol": 0.0
}


No. 3
{
  "formula": "C6H7OPS",
  "method": "ωB97M-V with the def2-TZVPD basis set",
  "symbols": ["C", "C", "C", "C", "C", "C", "O", "P", "S", "H", "H", "H", "H", "H", "H", "H"],
  "xyz": [[4.329, -0.167, -0.117], [3.195, 0.039, -0.421], [1.122, -0.059, 0.568], [-0.275, 0.173, 0.802], [1.835, 0.433, -0.411], [-3.313, -0.372, -0.123], [-1.125, -0.449, -1.852], [-1.539, -0.048, -0.491], [-1.122, 1.860, 0.256], [5.313, -0.650, -0.077], [1.479, -0.851, 1.384], [-0.502, -0.114, 1.834], [1.445, 1.180, -1.027], [-3.659, -0.148, 0.943], [-3.605, 0.514, -0.686], [-3.578, -1.342, -0.581]],
  "e_homo_ev": -8.916,
  "energy_ev": -28504.18411,
  "e_lumo_ev": 0.199,
  "max_force_ha_per_bohr": 0.0680,
  "e_above_lowest_kcal_mol": 9.4
}


- Number 3 is which compound?
  C6H7OPS